[1]
ORCA calculation (ωB97M-V/def2-TZVPD) on C31H47BN8PtSSe as an isolated structure.

Values from the calculation:
E_tot ... -124940.750 eV
Frontier orbital gap ... 7.32 eV
2S+1 ... 1
Energy above the lowest of the compared OMol25 structures with the same formula, charge and spin ... 9.5 kJ/mol

The geometry in XYZ format:
```
90
Properties=species:S:1:pos:R:3:mulliken_charge:R:1
Pt 0.28697 -0.54814 -0.50615 2.642
C -1.45650 5.54002 -1.28144 -1.685
C -1.38213 4.13316 -1.88173 1.288
C 0.06290 3.71894 -2.10952 -0.836
C -2.12381 3.15843 -1.00908 -0.068
C -3.48627 3.22431 -0.64406 -1.687
C -3.66182 2.15790 0.19928 -0.354
N -2.48264 1.50757 0.31078 0.797
N -1.53121 2.12454 -0.42845 -0.029
B -2.23386 0.35552 1.27976 -0.761
N -2.31107 -1.09095 0.70116 0.435
C -3.27947 -1.97272 0.97256 -0.334
C -2.84649 -3.22733 0.61509 -1.320
C -1.54597 -3.04791 0.12647 0.036
N -1.24870 -1.74431 0.17602 -0.160
C -0.66048 -4.20917 -0.26086 0.387
C -1.11218 -4.85421 -1.57520 -1.395
C 0.83940 -3.93447 -0.26956 -0.145
N -0.87961 0.47796 2.02190 0.705
C -0.74625 0.89309 3.28502 -0.586
C 0.59316 0.93667 3.59820 -1.150
C 1.24768 0.52454 2.43238 -0.174
N 0.34485 0.24746 1.48481 -0.574
C 2.72960 0.44546 2.22534 2.413
C 3.28980 1.82092 1.84778 -1.278
C 3.43777 -0.08425 3.47250 -1.787
H -0.93622 6.25839 -1.91854 0.447
H -0.98557 5.55203 -0.29587 0.338
H -2.48809 5.87350 -1.16340 0.388
H -1.88899 4.15961 -2.85364 0.215
H 0.61461 3.72337 -1.16714 0.202
H 0.55198 4.40629 -2.80316 0.450
H 0.12381 2.71416 -2.52520 -0.311
H -4.22294 3.94828 -0.94938 0.483
H -4.53148 1.81565 0.73581 0.497
H -3.10673 0.40332 2.10849 -0.207
H -4.19448 -1.64267 1.43362 0.483
H -3.36956 -4.16232 0.71996 0.501
H -0.84976 -4.93775 0.53460 0.501
H -0.96419 -4.17179 -2.41158 0.150
H -2.16733 -5.12639 -1.53529 0.416
H -0.53317 -5.76118 -1.76057 0.415
H 1.09053 -3.24030 -1.07203 -0.866
H 1.37246 -4.87009 -0.45149 0.446
H 1.17413 -3.52225 0.68636 0.381
H -1.61968 1.12175 3.87136 0.468
H 1.03731 1.21715 4.53672 0.424
H 2.90588 -0.25767 1.41296 -0.897
H 3.08991 2.53392 2.65091 0.417
H 2.83346 2.19869 0.93504 0.139
H 4.37283 1.76868 1.70675 0.342
H 3.32402 0.60529 4.31086 0.366
H 4.50781 -0.18951 3.28194 0.451
H 3.04386 -1.05474 3.77769 0.381
S 2.07551 0.67030 -1.32383 -0.816
C 3.40669 -0.37340 -1.14040 0.839
N 3.28101 -1.62996 -0.72153 0.290
C 4.40052 -2.53570 -0.52853 -0.606
C 5.49662 -2.18504 -1.52056 -0.504
C 5.84545 -0.71202 -1.38693 -0.736
N 4.62800 0.08617 -1.44921 -0.211
H 2.32940 -1.90314 -0.48968 -0.881
H 4.04076 -3.55224 -0.68228 0.260
H 4.77428 -2.46356 0.49880 0.284
H 5.14438 -2.38972 -2.53303 0.178
H 6.38172 -2.79297 -1.33740 0.393
H 6.50248 -0.39641 -2.19682 0.400
H 6.36712 -0.52940 -0.44230 0.302
H 4.67694 1.04979 -1.73486 0.259
C 1.89636 2.49665 -7.05814 -1.620
C 1.37086 1.55000 -6.01278 0.598
C 0.12174 1.73347 -5.44009 -0.887
C -0.38347 0.86491 -4.47599 0.229
C -1.75398 1.12564 -3.91298 -1.557
C 0.40284 -0.21712 -4.05536 0.199
Se -0.31234 -1.38432 -2.69677 0.016
C 1.64705 -0.44596 -4.65619 0.998
C 2.48961 -1.65215 -4.34249 -1.530
C 2.11265 0.44636 -5.61551 -0.789
H 1.29589 3.40472 -7.10385 0.348
H 1.87920 2.03527 -8.04797 0.330
H 2.92855 2.78233 -6.84929 0.369
H -0.48402 2.57941 -5.74857 0.322
H -2.24523 1.92541 -4.46808 0.406
H -1.70222 1.40712 -2.85926 0.119
H -2.37637 0.23278 -3.95865 0.431
H 2.28889 -2.03350 -3.34523 0.012
H 3.55079 -1.40916 -4.43527 0.292
H 2.27100 -2.45982 -5.04652 0.485
H 3.08453 0.26881 -6.06760 0.376
```

[2]
ORCA calculation (ωB97M-V/def2-TZVPD) on C6H9O4Yb as an isolated structure in a non-equilibrium geometry.

Values from the calculation:
E_tot ... -46079.010 eV
Frontier orbital gap (spin up / spin down) ... 5.85 / 7.30 eV
2S+1 ... 2
⟨S²⟩ ... 0.75
Energy above the lowest of the compared OMol25 structures with the same formula, charge and spin ... 640.8 kJ/mol

The geometry in XYZ format:
```
20
Properties=species:S:1:pos:R:3:mulliken_spin:R:1
O 1.26883 1.84544 1.39817 -0.027
C 0.90067 0.64681 1.55868 -0.024
O 1.41512 -0.25338 0.83781 -0.030
O -0.26950 0.48952 2.15408 0.002
C -1.51931 0.25804 1.46568 0.006
Yb 3.38866 1.33422 0.14460 1.079
H -1.00518 0.15711 0.49593 -0.005
H -2.03162 0.89277 2.20920 -0.001
C -2.93698 -0.98166 2.16640 -0.001
C -3.47527 -1.03556 0.85370 0.002
H -2.27915 -1.77105 2.54251 0.000
H -3.60059 -0.53714 2.91770 0.000
H -3.83747 -2.00453 0.49291 0.000
C -2.94170 -0.13979 -0.09729 -0.002
C -2.75450 -0.68198 -1.49526 0.000
O -1.98499 0.23123 -2.25824 0.000
H -3.18626 0.92804 -0.07909 0.000
H -3.74630 -0.83170 -1.95508 0.000
H -2.25850 -1.66702 -1.45707 0.000
H -1.37772 -0.26225 -2.81497 0.000
```

[3]
ORCA calculation (ωB97M-V/def2-TZVPD) on C6H6P4 as an isolated structure in a non-equilibrium geometry.

Values from the calculation:
E_tot ... -43468.197 eV
Frontier orbital gap (spin up / spin down) ... 6.15 / 6.26 eV
2S+1 ... 1
Energy above the lowest of the compared OMol25 structures with the same formula, charge and spin ... 537.2 kJ/mol

The geometry in XYZ format:
```
16
Properties=species:S:1:pos:R:3:mulliken_charge:R:1
C 0.69600 1.85987 3.09527 -0.302
C 0.19495 -1.19178 -2.82556 -0.371
C 1.32402 0.92225 2.34049 -0.414
C -0.91311 -1.57410 -3.48309 -0.208
C -1.16630 0.70358 1.71517 -0.386
C 0.57486 -0.27834 -0.35601 -0.326
P -1.07039 1.85566 3.02459 -0.104
P 0.21875 -1.69907 -1.15786 -0.137
P -2.09677 -2.32779 -2.40309 -0.026
P 0.36514 -0.22011 1.45227 0.094
H 1.19736 2.69150 3.70418 0.306
H 0.94800 -0.52510 -3.28649 0.405
H 2.31624 0.66399 2.46435 0.398
H -1.12970 -1.51341 -4.57146 0.343
H -2.02801 0.12526 1.35799 0.336
H 0.56895 0.50760 -1.07074 0.392
```

[4]
ORCA calculation (ωB97M-V/def2-TZVPD) on C43H42F5N4O4STe2Tl as an isolated structure.

Values from the calculation:
E_tot ... -103126.745 eV
Frontier orbital gap ... 5.91 eV
2S+1 ... 1
Total charge ... -2
Energy above the lowest of the compared OMol25 structures with the same formula, charge and spin ... 66.3 kJ/mol

The geometry in XYZ format:
```
102
Properties=species:S:1:pos:R:3:mulliken_charge:R:1
Tl -0.46709 0.02415 0.20236 0.690
O 2.48180 -2.16849 -1.90385 -0.860
C 1.33401 -2.27458 -1.42885 0.123
O 0.99156 -1.87790 -0.27840 -0.471
C 0.28002 -2.95819 -2.31183 0.440
C 0.81293 -3.71280 -3.36174 -0.568
C 0.02908 -4.40526 -4.26619 -0.637
C -1.35277 -4.33498 -4.13513 -0.573
C -1.90490 -3.58841 -3.11372 -0.810
C -1.12560 -2.88719 -2.17162 0.662
S -2.06154 -1.99704 -0.96958 -0.350
H 1.89189 -3.72350 -3.44173 0.406
H 0.48594 -4.98411 -5.06091 0.358
H -2.00138 -4.85525 -4.83242 0.345
H -2.98116 -3.51804 -3.01466 0.433
C -2.83256 2.59410 -3.26342 -1.531
Te -3.05881 0.62530 -2.28992 0.288
C -1.23019 0.29844 -3.36931 0.600
C -1.27700 1.18162 -4.57893 0.105
C -0.56383 0.89014 -5.73758 -0.234
C -0.63735 1.72406 -6.84584 -0.876
C -1.43663 2.85737 -6.80458 -0.516
C -2.15510 3.15251 -5.65247 -0.717
C -2.08062 2.32880 -4.53403 0.764
H -2.23394 3.21419 -2.59018 0.348
H -3.78177 3.10020 -3.44088 0.600
H -1.14331 -0.75625 -3.62066 0.134
H -0.39519 0.56307 -2.71746 -0.720
H 0.04140 -0.00909 -5.77277 0.544
H -0.08041 1.48145 -7.74303 0.391
H -1.50865 3.50644 -7.66956 0.384
H -2.78582 4.03455 -5.61990 0.420
C -2.69735 3.55792 0.80380 0.274
C -1.60247 4.61403 0.94135 -0.771
C -0.43147 3.76055 1.41343 0.568
O -0.98793 2.71469 2.19507 -0.168
C -2.40042 2.63850 1.98118 -0.341
H -2.57413 3.00248 -0.12939 -0.565
H -3.70865 3.96499 0.83113 0.475
H -1.87137 5.35193 1.70291 0.317
H -1.38615 5.14057 0.01071 0.392
H 0.29870 4.29963 2.02324 0.232
H 0.09199 3.32378 0.55360 -0.777
H -2.91557 2.96994 2.89182 0.248
H -2.66378 1.59911 1.78825 -0.114
Te 2.43912 -1.27511 2.39087 0.487
C 3.13102 -1.88443 4.31919 -0.133
C 2.25509 -1.88336 5.40311 -0.117
C 2.69216 -2.27190 6.66148 -0.697
C 4.00509 -2.68563 6.85011 -0.367
C 4.87927 -2.70458 5.77286 -0.520
C 4.44396 -2.30159 4.51569 -0.350
C 2.33942 0.73835 3.06319 -0.271
C 3.41413 1.59968 2.84436 -0.543
C 3.37500 2.90168 3.32163 -0.600
C 2.26003 3.34826 4.02299 -0.472
C 1.18184 2.49962 4.21909 -0.474
C 1.21037 1.19918 3.72925 0.584
H 1.22426 -1.58288 5.25662 0.504
H 1.99992 -2.26163 7.49492 0.410
H 4.34378 -2.99457 7.83211 0.338
H 5.90488 -3.02783 5.91018 0.347
H 5.13229 -2.30243 3.67892 0.340
H 4.27932 1.24673 2.29606 0.385
H 4.21289 3.56679 3.14639 0.384
H 2.22711 4.36545 4.39728 0.381
H 0.29231 2.85791 4.72175 0.264
H 0.33967 0.55809 3.81640 0.103
C 2.38339 0.63978 -3.27458 -0.578
N 3.64790 1.29782 -3.64837 0.009
C 3.37779 2.71641 -3.86575 -0.719
N 2.80139 3.37563 -2.68724 0.061
C 1.55916 2.66144 -2.34645 -0.068
N 1.79306 1.24942 -2.07835 0.770
C 2.74700 1.11886 -0.97374 -0.121
N 4.02253 1.78576 -1.28814 0.057
C 4.55965 1.17050 -2.50611 -0.794
C 3.73866 3.19054 -1.57162 -0.822
H 2.56779 -0.41591 -3.07499 0.294
H 1.67919 0.74065 -4.10414 -0.091
H 2.67855 2.82016 -4.69979 0.358
H 4.31396 3.22178 -4.12448 0.365
H 0.85440 2.75963 -3.17849 0.124
H 1.12081 3.12477 -1.45892 -0.426
H 2.91647 0.05574 -0.78633 0.114
H 2.32240 1.57721 -0.07503 -0.053
H 4.73285 0.11060 -2.31383 0.438
H 5.50955 1.65472 -2.75581 0.330
H 4.67572 3.70046 -1.81747 0.338
H 3.31309 3.65029 -0.67564 0.360
F -5.94023 -2.07292 5.31214 -0.357
C -4.82522 -1.70682 4.63294 0.575
C -4.90545 -1.22928 3.33461 -0.004
F -6.11623 -1.12765 2.75133 -0.343
C -3.77322 -0.85337 2.64821 -0.277
F -3.91573 -0.37900 1.39394 -0.253
C -2.45891 -0.91655 3.19659 0.240
O -1.41816 -0.54659 2.58050 0.165
C -2.44520 -1.40818 4.53220 0.035
F -1.25331 -1.49330 5.17019 -0.262
C -3.57601 -1.78919 5.22071 -0.040
F -3.47534 -2.24131 6.48902 -0.348
```

[5]
ORCA calculation (ωB97M-V/def2-TZVPD) on C12H14CdIN3O3 as an isolated structure in a non-equilibrium geometry.

Values from the calculation:
E_tot ... -35932.375 eV
Frontier orbital gap ... 5.58 eV
2S+1 ... 1
Energy above the lowest of the compared OMol25 structures with the same formula, charge and spin ... 1150.0 kJ/mol

The geometry in XYZ format:
```
34
Properties=species:S:1:pos:R:3:mulliken_charge:R:1
C 0.31397 1.64771 2.32661 -1.410
C 2.42930 1.62248 0.28647 -1.030
H -0.24293 2.49054 2.10919 0.463
H 1.37938 2.03255 2.75251 0.580
H 0.02141 0.94887 3.04601 0.459
H 2.69531 1.45089 -0.68936 0.672
H 2.21352 2.71707 0.42021 0.298
H 3.19088 1.20220 0.99698 0.294
C -2.24129 -0.23938 1.55396 0.125
C -3.49975 -0.83677 1.49228 -0.721
C -3.78705 -1.67536 0.41949 -0.451
C -2.81642 -1.88877 -0.55106 -0.544
H -1.96958 0.43642 2.35437 0.300
H -4.22790 -0.63233 2.26879 0.386
H -4.75813 -2.15238 0.33181 0.427
H -3.02463 -2.52518 -1.40331 0.236
N -1.30823 -0.45877 0.62041 0.121
C -1.56449 -1.26192 -0.43629 0.282
C -0.50091 -1.40857 -1.42718 0.646
N 0.61829 -0.67773 -1.23529 0.172
C 1.63338 -0.74160 -2.10820 0.209
C 0.44473 -2.32606 -3.45449 -0.435
C 1.58363 -1.55807 -3.23662 -0.750
H 2.49294 -0.12139 -1.89200 0.287
H 2.42620 -1.57841 -3.91905 0.395
C -0.60249 -2.25314 -2.54406 -0.582
H -1.49799 -2.84601 -2.69168 0.262
H 0.36831 -2.97493 -4.32145 0.425
Cd 0.52428 0.51906 0.47862 0.010
I -0.74770 2.51988 -0.98677 -0.594
O 3.56378 2.13740 3.03619 -0.470
N 2.67417 2.70289 2.40853 0.531
O 2.43483 3.90993 2.30595 -0.470
O 1.78120 1.81889 1.68843 -0.123
```

[6]
ORCA calculation (ωB97M-V/def2-TZVPD) on C3H4InO5 as an isolated structure in a non-equilibrium geometry.

Values from the calculation:
E_tot ... -18583.991 eV
Frontier orbital gap (spin up / spin down) ... 8.01 / 5.65 eV
2S+1 ... 2
⟨S²⟩ ... 0.78

The geometry in XYZ format:
```
13
Properties=species:S:1:pos:R:3:mulliken_spin:R:1
C -0.09814 0.59126 -2.69846 -0.044
C -0.01331 -0.65750 -2.15935 0.572
O 0.63312 -0.89191 -0.93486 0.013
C -0.04943 -0.96203 0.21777 0.010
O 0.70759 -0.95204 1.24244 0.001
O -1.26274 -0.68295 0.24642 0.001
O -0.02954 1.72779 -2.10152 0.433
H -0.45401 0.57225 -3.75467 -0.001
H -0.43701 -1.54253 -2.63456 0.017
H -1.36749 0.34383 1.35881 -0.001
O -1.20886 0.54141 2.36566 0.000
H -1.91245 1.06903 2.74589 0.000
In 0.41950 -0.35665 2.95521 0.000
```